Formula: C5H10N
Source: the Open Molecules 2025 dataset
Level of theory: ωB97M-V/def2-TZVPD

```
! RIJCOSX wB97M-V def2-TZVPD def2/J DEFGRID3
* xyz 1 1
C 2.156 -0.251 -0.941
C 1.525 -0.362 0.454
C 0.824 0.792 1.184
C 0.079 -0.127 0.746
C -1.690 -0.619 0.462
N -2.209 0.438 -0.497
H 3.286 -0.244 -0.749
H 2.143 0.886 -1.213
H 1.991 -1.039 -1.715
H 1.920 -1.156 1.086
H 0.921 1.729 1.798
H -2.025 -0.548 1.535
H -1.809 -1.567 0.098
H -2.378 1.366 -0.073
H -3.211 0.253 -0.946
H -1.523 0.451 -1.226
*
```

## Properties
Structure (SMILES): C[C@H]1C=C1C[NH3+]
E_LUMO (eV): -3.98
Energy above the lowest of the compared OMol25 structures with the same formula, charge and spin (kJ/mol): 425.9

Formula: C18H50FO6
Source: the Open Molecules 2025 dataset
Level of theory: ωB97M-V/def2-TZVPD

```
! RIJCOSX wB97M-V def2-TZVPD def2/J DEFGRID3
* xyz -1 1
F 152.214 122.982 55.310
C 150.635 125.971 53.465
C 150.859 126.770 52.319
C 150.602 126.105 50.830
C 150.899 127.047 49.690
C 150.265 126.363 48.434
C 151.069 125.241 47.996
H 149.530 125.923 53.479
H 150.787 126.571 54.486
H 151.248 125.098 53.468
H 151.747 127.485 52.366
H 150.158 127.629 52.290
H 149.410 125.873 50.792
H 150.947 125.138 50.741
H 151.926 127.343 49.527
H 150.367 128.015 49.761
H 150.131 127.026 47.595
H 149.305 126.308 48.832
H 150.616 124.691 47.287
H 151.516 124.408 48.578
H 152.026 125.586 47.582
C 154.983 126.740 56.091
C 154.263 125.580 55.481
O 153.534 124.847 56.491
H 155.169 127.457 55.447
H 155.963 126.375 56.511
H 154.229 126.947 56.890
H 154.821 124.861 54.970
H 153.383 125.845 54.845
H 152.984 124.133 56.094
C 155.398 119.657 54.671
C 154.246 120.549 54.558
O 154.542 121.880 55.094
H 156.383 120.244 54.647
H 155.379 118.819 53.916
H 155.492 119.158 55.568
H 153.378 120.247 55.171
H 153.978 120.523 53.509
H 153.756 122.373 55.171
C 148.673 119.907 54.346
C 149.563 120.997 54.865
O 150.844 120.825 54.359
H 149.131 118.948 54.806
H 148.298 119.957 53.274
H 147.759 119.998 54.612
H 149.337 121.266 55.882
H 149.052 121.860 54.525
H 151.260 121.662 54.670
C 149.191 126.379 55.266
C 150.664 125.774 55.454
O 150.513 124.731 56.355
H 148.998 127.247 54.656
H 148.851 126.641 56.067
H 148.625 125.475 54.937
H 151.458 126.562 56.024
H 150.911 125.296 54.475
H 151.123 124.106 56.054
C 153.384 122.033 59.813
C 153.612 121.994 58.311
O 152.196 121.825 57.791
H 153.022 121.049 60.137
H 152.575 122.754 60.275
H 154.367 122.193 60.352
H 154.276 121.233 57.961
H 154.466 122.618 57.722
H 152.206 122.170 57.039
C 153.290 124.206 50.752
C 153.215 123.426 52.151
O 152.074 123.845 52.853
H 154.062 123.672 50.187
H 153.596 125.218 51.097
H 152.373 124.015 50.205
H 153.995 123.699 52.829
H 153.168 122.385 52.067
H 152.243 123.459 53.730
*
```

## Properties
E_LUMO (eV): 2.90

Formula: C26H27BBr48F9
Source: the Open Molecules 2025 dataset
Level of theory: ωB97M-V/def2-TZVPD

```
! RIJCOSX wB97M-V def2-TZVPD def2/J DEFGRID3
* xyz -1 1
C 7.676 0.423 -4.135
C 7.224 -0.674 -4.326
C 6.443 -1.946 -4.472
C 5.201 -1.913 -3.553
C 3.889 -1.487 -4.298
B 3.633 0.154 -4.104
C 3.548 0.874 -5.576
C 2.430 0.502 -3.060
F 2.704 1.729 -2.474
F 2.461 -0.388 -2.001
C 0.997 0.665 -3.561
F 0.872 1.690 -4.407
F 0.225 1.060 -2.477
C 0.281 -0.539 -4.229
F -0.911 -0.053 -4.640
F 0.883 -0.947 -5.344
C -0.047 -1.837 -3.400
F 0.001 -1.736 -2.088
F -1.306 -2.189 -3.697
F 0.684 -2.898 -3.753
H 7.821 1.473 -4.030
H 6.204 -2.170 -5.511
H 7.097 -2.742 -4.095
H 5.345 -1.294 -2.665
H 5.028 -2.936 -3.185
H 3.982 -1.752 -5.359
H 3.092 -2.075 -3.821
H 4.653 0.559 -3.586
H 4.554 0.899 -6.020
H 2.902 0.380 -6.314
H 3.277 1.935 -5.445
C 6.194 -4.133 -0.359
Br 7.846 -3.255 -0.838
Br 4.785 -2.870 0.001
Br 5.669 -5.422 -1.694
H 6.376 -4.678 0.555
C -0.190 4.573 -1.651
Br -1.456 5.254 -2.935
Br 1.239 5.822 -1.321
Br -1.059 4.037 -0.012
H 0.254 3.682 -2.080
C 8.129 -7.540 -4.574
Br 8.747 -8.199 -2.873
Br 6.293 -8.031 -4.911
Br 8.396 -5.638 -4.706
H 8.730 -8.007 -5.341
C -5.014 5.449 0.438
Br -5.782 5.722 2.189
Br -5.870 3.990 -0.481
Br -5.028 7.069 -0.605
H -3.979 5.173 0.585
C -7.756 8.297 4.587
Br -9.058 8.996 3.343
Br -6.439 9.621 5.053
Br -8.605 7.552 6.150
H -7.238 7.489 4.089
C -1.550 -0.819 1.478
Br -1.777 0.303 3.032
Br -3.198 -1.727 1.019
Br -0.833 0.143 -0.019
H -0.828 -1.578 1.740
C -7.193 0.587 2.112
Br -5.646 1.414 2.903
Br -8.174 -0.472 3.395
Br -8.334 1.874 1.238
H -6.834 -0.091 1.350
C 10.059 -2.840 -7.248
Br 9.218 -1.860 -5.809
Br 9.707 -2.027 -8.963
Br 11.955 -3.084 -6.952
H 9.617 -3.827 -7.271
C -10.189 10.726 7.232
Br -11.523 11.379 6.003
Br -8.897 12.084 7.690
Br -10.991 9.944 8.802
H -9.652 9.936 6.728
C 1.242 -6.176 -1.069
Br 2.546 -7.163 -2.087
Br 1.470 -6.492 0.830
Br 1.237 -4.295 -1.476
H 0.271 -6.564 -1.341
C -7.882 12.768 2.814
Br -8.836 13.598 4.267
Br -8.197 13.669 1.138
Br -6.000 12.607 3.193
H -8.271 11.764 2.714
C -5.889 -1.995 6.129
Br -6.586 -3.367 4.966
Br -5.396 -2.708 7.853
Br -4.437 -1.037 5.306
H -6.686 -1.283 6.296
C 10.200 -6.758 0.731
Br 10.260 -8.673 0.958
Br 11.093 -5.838 2.172
Br 10.877 -6.228 -0.989
H 9.159 -6.467 0.765
C -0.369 -5.205 4.052
Br 1.259 -4.520 4.825
Br -1.418 -6.184 5.341
Br -1.400 -3.814 3.207
H -0.084 -5.902 3.277
C -12.254 5.790 8.547
Br -13.163 6.700 9.985
Br -12.519 6.679 6.858
Br -10.381 5.543 8.935
H -12.694 4.807 8.463
C 2.336 -10.119 1.620
Br 2.501 -11.188 3.218
Br 4.004 -9.286 1.141
Br 1.601 -11.132 0.154
H 1.636 -9.324 1.838
*
```

## Properties
E_LUMO (eV): 0.63

| no. | Kohn-Sham gap (Ha) | M (g/mol) |
| --- | --- | --- |
| 1 | 0.3546 | 84.14 |
| 2 | 0.2568 | 381.59 |
| 3 | 0.2416 | 4356.69 |